Record 1
The following is a quantum chemistry calculation of C24H34Br2Cl3FN4O7PS2 as an isolated structure, from the Open Molecules 2025 dataset.

Cartesian coordinates (Å):
C (0.54318, 2.55470, 2.55159)
C (-0.30556, 1.42875, 1.73103)
N (0.04071, 1.34712, 0.29587)
C (0.92640, 0.23923, -0.08705)
Cl (2.63060, 0.88195, 0.40099)
O (0.81396, -0.97627, 0.61286)
C (-0.14420, -1.92087, 0.04041)
S (-1.88829, -1.16475, -0.05729)
C (-0.26160, -2.94919, 1.24376)
C (-1.44077, -4.00210, 1.30813)
S (-1.91713, -4.18265, 3.12702)
C (-2.84303, -2.58720, 3.39726)
N (-4.07954, -2.35635, 2.72863)
N (-4.43649, -1.08921, 3.12248)
C (-3.46737, -0.55537, 4.00251)
O (-2.41897, -1.50690, 4.20008)
C (0.35898, -2.49289, -1.42850)
C (0.94562, -3.96851, -1.36226)
Cl (2.49317, -4.22570, -0.37896)
C (1.01977, -4.86182, -2.68255)
C (2.43762, -5.04365, -3.37866)
Cl (0.45894, -6.60215, -2.28932)
P (-1.38777, -2.68155, -2.25038)
O (-1.44763, -2.72829, -3.91735)
O (-2.11030, -4.17754, -1.76159)
N (1.22955, -1.43987, -2.11242)
F (2.54134, -1.46938, -1.63168)
C (1.44692, -1.62507, -3.58888)
Br (0.49161, -0.30904, -4.79154)
C (2.96020, -1.66365, -4.12088)
C (3.73569, -0.29651, -4.29390)
Br (2.78767, -2.38283, -6.01365)
C (0.84967, -0.00486, -1.71344)
O (1.79738, 0.91739, -2.18205)
C (1.41260, 2.24351, -2.49798)
C (-0.06681, 2.62271, -2.91772)
H (0.98158, 3.35534, 1.85505)
H (-0.20855, 3.12189, 3.21223)
H (1.30299, 2.10275, 3.26573)
H (-1.39622, 1.80751, 1.78900)
H (-0.27712, 0.47651, 2.33963)
H (0.45541, 2.27190, 0.07435)
H (-2.06748, -0.76410, 1.28087)
H (0.70896, -3.51193, 1.51622)
H (-0.41455, -2.28184, 2.17781)
H (-2.40661, -3.77957, 0.77355)
H (-1.07159, -5.03363, 0.98814)
H (-3.53758, 0.49623, 4.43711)
H (0.18586, -4.58976, -0.74758)
H (0.28555, -4.55005, -3.51594)
H (2.32777, -4.82346, -4.50568)
H (2.77911, -6.14235, -3.33379)
H (3.29773, -4.42207, -2.99331)
H (-2.32623, -3.06799, -4.19317)
H (-3.09033, -4.11464, -1.86674)
H (1.01861, -2.59803, -4.02634)
H (3.65072, -2.41591, -3.63458)
H (3.26590, 0.47248, -4.98298)
H (4.75952, -0.54980, -4.76330)
H (4.00083, 0.12833, -3.25474)
H (-0.23588, 0.11427, -1.99974)
H (1.69652, 2.92598, -1.60686)
H (2.10459, 2.61844, -3.34435)
H (-0.00850, 3.39213, -3.77296)
H (-0.54884, 3.20025, -2.04274)
H (-0.77212, 1.78256, -3.19793)
C (-1.76315, 6.22025, 6.35299)
C (-1.47364, 5.38555, 5.35447)
C (-1.20336, 5.88646, 3.99015)
O (-0.94049, 5.12360, 3.07622)
C (-1.26467, 7.34768, 3.77571)
C (-1.55420, 8.18302, 4.77393)
C (-1.82462, 7.68236, 6.13868)
O (-2.08651, 8.44235, 7.04931)
H (-1.96446, 5.87095, 7.35794)
H (-1.42383, 4.31272, 5.49456)
H (-1.06329, 7.69675, 2.77072)
H (-1.60392, 9.25565, 4.63382)

**E_HOMO**: -0.426 hartree
**Strongest force on any atom**: 0.117 hartree/bohr
**Total charge**: +1
**Spin multiplicity**: 1

---

Record 2
The following is a quantum chemistry calculation of a 3-piece molecular cluster, C24H34BrFN4O3 overall, from the Open Molecules 2025 dataset.

Cartesian coordinates (Å):
C (3.51221, 2.20672, 0.99080)
C (3.10295, 1.19315, -0.23105)
C (1.69257, 1.71787, -0.78321)
F (1.75117, 3.08890, -1.30534)
C (0.89549, 0.73256, -1.76357)
C (-0.09836, 1.71129, -2.62133)
N (-0.79724, 2.45750, -3.27503)
C (-0.16808, -0.22409, -0.94187)
Br (-1.69656, 1.00452, -0.42612)
C (0.39536, -0.80277, 0.44107)
C (-0.70913, -1.88956, 0.97478)
C (1.73588, -0.09011, -2.86012)
C (0.66266, -0.37828, -4.06741)
N (-0.06023, -0.64113, -5.00431)
C (2.08330, -1.58948, -2.29615)
C (3.37671, -1.92569, -1.50447)
C (3.77810, -3.33323, -0.94145)
C (2.67093, -4.42936, -1.26551)
C (1.43412, -3.90754, -2.04646)
N (1.12752, -2.61764, -2.55958)
N (3.00100, 0.46411, -3.33866)
C (3.71482, -0.35250, -4.36833)
C (2.97716, 1.83902, -3.87089)
C (2.10971, 2.42229, -5.08190)
O (3.81434, 2.65720, -3.34792)
H (3.07257, 1.81426, 1.99118)
H (3.04955, 3.24476, 0.83184)
H (4.65640, 2.28926, 1.09942)
H (3.94249, 1.27309, -1.00283)
H (2.98678, 0.16302, 0.25266)
H (1.02532, 1.84165, 0.16218)
H (-0.66097, -1.00914, -1.62968)
H (1.39809, -1.34924, 0.36661)
H (0.48395, 0.01645, 1.25271)
H (-0.23102, -2.94423, 0.95466)
H (-1.62899, -1.95967, 0.27886)
H (-1.05760, -1.57955, 2.03347)
H (4.13872, -1.07347, -1.34799)
H (4.74817, -3.55673, -0.38612)
H (2.80332, -5.52589, -0.93327)
H (0.62431, -4.71532, -2.24270)
H (3.98837, 0.34070, -5.25806)
H (3.14541, -1.24518, -4.79197)
H (4.72838, -0.69682, -3.92283)
H (2.15030, 3.57847, -5.01812)
H (1.00724, 2.12531, -5.08916)
H (2.63089, 2.11847, -6.05653)
C (-4.01239, -3.45466, 4.29134)
C (-2.96034, -2.38646, 4.15361)
O (-1.84111, -2.64872, 3.74875)
C (-3.34387, -0.98171, 4.53518)
H (-3.59545, -4.41569, 3.98105)
H (-4.33022, -3.53113, 5.33350)
H (-4.86589, -3.22036, 3.65128)
H (-3.63164, -0.94781, 5.58818)
H (-4.16721, -0.63751, 3.90537)
H (-2.48825, -0.31931, 4.38498)
C (-4.70780, 4.05608, 3.05823)
C (-4.76812, 2.93403, 4.06023)
O (-3.89609, 2.78720, 4.89990)
C (-5.94748, 2.00018, 3.98510)
H (-3.80564, 4.64745, 3.23093)
H (-4.67061, 3.64856, 2.04547)
H (-5.57898, 4.70473, 3.17368)
H (-5.96556, 1.50106, 3.01359)
H (-6.87317, 2.55800, 4.14239)
H (-5.85822, 1.24214, 4.76691)

**E_HOMO**: -0.355 hartree
**Structure (SMILES)**: CC[C@@H](F)[C@](C#N)([C@H](Br)CC)[C@](C#N)(c1ccccn1)N(C)C(C)=O.CC(C)=O.CC(C)=O
**Strongest force on any atom**: 0.131 hartree/bohr
**Spin multiplicity**: 1